1.
This record from OMol25 describes a cluster of 5 separate species, C29H65N4O4S in total. The level of theory is ωB97M-V/def2-TZVPD.

XYZ file:
```
103
Properties=species:S:1:pos:R:3:lowdin_charge:R:1
C -5.197 -3.883 -2.798 -0.024
C -4.750 -3.388 -4.155 -0.228
C -4.161 -4.261 -5.051 -0.023
C -3.775 -3.804 -6.280 -0.067
C -3.965 -2.511 -6.680 -0.066
C -4.541 -1.624 -5.808 -0.055
C -4.907 -2.077 -4.557 -0.282
C -5.504 -1.040 -3.608 -0.275
S -4.129 -0.093 -2.828 1.159
C -3.924 -0.603 -1.099 -0.351
C -2.471 -0.814 -0.613 -0.208
C -1.605 -1.782 -1.435 -0.406
C -1.953 -3.273 -1.211 -0.054
C -0.125 -1.583 -0.963 -0.055
H -4.844 -3.258 -1.979 0.040
H -6.294 -3.821 -2.786 0.100
H -4.900 -4.916 -2.635 0.093
H -4.017 -5.285 -4.726 0.125
H -3.295 -4.506 -6.955 0.121
H -3.665 -2.181 -7.667 0.119
H -4.716 -0.588 -6.082 0.125
H -6.125 -1.520 -2.852 0.095
H -6.135 -0.342 -4.159 0.100
H -3.068 -0.454 -3.583 0.019
H -4.337 0.226 -0.517 0.084
H -4.549 -1.463 -0.851 0.085
H -2.539 -1.218 0.403 0.137
H -1.950 0.145 -0.556 0.107
H -1.595 -1.592 -2.516 0.103
H -1.772 -3.838 -2.131 0.086
H -2.972 -3.452 -0.856 0.063
H -1.287 -3.722 -0.471 0.079
H 0.605 -1.818 -1.735 0.084
H 0.031 -0.544 -0.650 0.070
H 0.025 -2.170 -0.053 0.073
C 1.352 0.570 4.739 -0.059
C 2.178 0.157 3.524 -0.420
C 1.345 -0.506 2.417 -0.211
O 0.990 -1.855 2.673 -0.194
C -0.157 -2.018 3.485 -0.103
N 3.283 -0.699 3.968 0.045
H 1.076 -0.282 5.360 0.067
H 1.925 1.251 5.369 0.079
H 0.437 1.086 4.436 0.071
H 2.609 1.070 3.099 0.135
H 1.956 -0.536 1.509 0.119
H 0.452 0.089 2.177 0.114
H -0.902 -1.238 3.294 0.067
H 0.117 -2.025 4.542 0.081
H -0.600 -2.988 3.254 0.089
H 3.888 -0.898 3.175 0.070
H 2.889 -1.606 4.205 0.079
C 7.810 0.706 2.172 -0.072
C 6.527 1.111 2.892 -0.436
C 6.564 2.543 3.451 -0.213
O 7.313 2.692 4.640 -0.187
C 8.709 2.848 4.455 -0.103
N 6.234 0.123 3.935 0.038
H 8.622 0.490 2.866 0.065
H 7.643 -0.198 1.585 0.074
H 8.143 1.490 1.488 0.078
H 5.717 1.074 2.155 0.127
H 5.540 2.825 3.716 0.118
H 6.900 3.260 2.690 0.119
H 8.937 3.416 3.549 0.091
H 9.210 1.878 4.425 0.075
H 9.097 3.394 5.315 0.088
H 5.331 0.340 4.350 0.041
H 6.895 0.280 4.693 0.073
C -5.002 3.082 3.991 -0.066
C -3.889 3.219 2.958 -0.433
C -3.320 1.870 2.488 -0.224
O -2.437 1.249 3.400 -0.208
C -3.063 0.498 4.429 -0.094
N -2.847 4.096 3.497 0.047
H -4.621 2.820 4.978 0.068
H -5.534 4.027 4.096 0.080
H -5.728 2.323 3.691 0.078
H -4.320 3.709 2.079 0.134
H -2.722 2.055 1.587 0.113
H -4.125 1.177 2.199 0.110
H -3.974 0.003 4.080 0.093
H -3.286 1.130 5.290 0.082
H -2.356 -0.265 4.755 0.075
H -2.149 4.267 2.778 0.074
H -2.340 3.572 4.206 0.072
C 2.276 2.237 -5.904 -0.068
C 2.926 1.084 -5.146 -0.430
C 1.926 0.010 -4.690 -0.198
O 1.154 0.367 -3.552 -0.201
C 0.017 1.150 -3.819 -0.114
N 3.696 1.630 -4.024 0.044
H 1.739 2.918 -5.243 0.065
H 3.037 2.825 -6.417 0.080
H 1.577 1.868 -6.658 0.078
H 3.627 0.599 -5.831 0.138
H 2.495 -0.873 -4.388 0.123
H 1.273 -0.305 -5.515 0.119
H -0.453 0.879 -4.771 0.091
H 0.257 2.215 -3.809 0.083
H -0.698 0.965 -3.009 0.066
H 4.208 0.876 -3.574 0.075
H 3.034 1.931 -3.314 0.068
```

Values from the calculation:
Total charge = +1

2.
This record from OMol25 describes a cluster of 20 separate species, C29H66Cl38IO4P3Si in total. The level of theory is ωB97M-V/def2-TZVPD.

XYZ file:
```
142
Properties=species:S:1:pos:R:3:lowdin_charge:R:1
C 2.826 -2.496 2.810 -0.358
P 2.019 -0.866 2.504 0.753
C 0.625 -0.719 3.705 -0.387
P 0.973 -0.752 0.440 0.688
C 0.341 -2.501 0.467 -0.357
C 1.229 -3.577 -0.163 -0.354
C 1.286 -3.671 -1.687 -0.670
I -0.603 -4.066 -2.569 0.854
C 2.516 -0.083 -0.307 -0.359
C 3.639 -1.084 -0.602 -0.284
O 4.248 -0.681 -1.832 -0.225
Si 5.542 -1.594 -2.364 0.413
C 5.206 -3.434 -2.241 -0.145
C 5.782 -1.138 -4.156 -0.149
C 7.052 -1.146 -1.359 -0.150
P -0.145 -0.226 -1.525 0.371
O 0.464 -0.661 -2.806 -0.367
O -0.218 1.402 -1.461 -0.203
O -1.694 -0.692 -1.401 -0.258
H 2.141 -3.344 2.891 0.029
H 3.539 -2.697 2.011 0.010
H 3.388 -2.431 3.741 0.022
H 0.820 -1.324 4.589 0.033
H -0.345 -0.976 3.277 -0.010
H 0.591 0.319 4.021 -0.007
H 0.143 0.206 1.068 -0.011
H 0.245 -2.720 1.530 0.059
H -0.665 -2.581 0.049 0.042
H 2.251 -3.512 0.213 0.080
H 0.850 -4.543 0.176 0.106
H 1.874 -4.547 -1.947 0.031
H 1.760 -2.819 -2.170 0.029
H 2.334 0.485 -1.217 0.066
H 2.905 0.619 0.428 0.004
H 4.396 -1.002 0.183 0.113
H 3.295 -2.109 -0.707 0.067
H 5.718 -3.914 -3.077 0.037
H 5.624 -3.868 -1.332 -0.004
H 4.151 -3.698 -2.318 0.016
H 4.796 -0.964 -4.592 0.036
H 6.269 -1.936 -4.714 0.031
H 6.344 -0.211 -4.270 0.031
H 7.835 -1.890 -1.506 -0.017
H 7.430 -0.164 -1.641 0.034
H 6.833 -1.143 -0.288 0.023
H -0.400 1.722 -2.359 0.079
H -2.068 -0.830 -2.289 0.010
C -3.772 1.533 -0.786 -1.010
Cl -4.063 3.052 -1.654 0.498
Cl -5.166 0.449 -0.865 0.510
H -2.924 1.033 -1.236 -0.026
H -3.576 1.768 0.252 -0.013
C -7.662 4.001 -3.156 -1.039
Cl -7.633 5.487 -4.111 0.510
Cl -9.260 3.677 -2.465 0.501
H -7.408 3.168 -3.798 -0.056
H -6.947 4.092 -2.347 0.002
C -2.985 1.436 4.287 -1.009
Cl -2.051 1.797 5.745 0.540
Cl -1.949 1.307 2.857 0.548
H -3.493 0.490 4.430 0.031
H -3.689 2.241 4.107 -0.067
C 8.533 -5.936 -0.304 -0.994
Cl 8.724 -4.458 -1.250 0.549
Cl 6.855 -6.190 0.210 0.522
H 8.833 -6.778 -0.915 0.027
H 9.146 -5.862 0.586 -0.035
C -7.922 0.404 -5.249 -1.023
Cl -6.636 0.813 -4.105 0.537
Cl -7.310 0.224 -6.896 0.539
H -8.364 -0.536 -4.940 0.015
H -8.660 1.199 -5.237 0.014
C 4.501 2.850 -0.901 -0.997
Cl 5.293 4.314 -1.509 0.563
Cl 4.548 2.767 0.863 0.536
H 3.466 2.855 -1.221 0.028
H 5.022 1.989 -1.306 0.016
C -11.429 0.572 -1.382 -1.034
Cl -10.488 0.380 -2.867 0.503
Cl -13.052 -0.102 -1.524 0.512
H -10.914 0.053 -0.585 -0.019
H -11.513 1.631 -1.168 0.017
C 8.204 -4.297 3.200 -1.023
Cl 9.674 -5.291 3.144 0.509
Cl 8.434 -2.720 2.444 0.497
H 7.421 -4.820 2.664 -0.016
H 7.936 -4.152 4.240 0.018
C -2.908 0.028 9.011 -1.030
Cl -4.123 -1.192 9.393 0.507
Cl -1.271 -0.638 8.931 0.536
H -3.139 0.447 8.039 -0.036
H -2.932 0.795 9.776 0.031
C -6.353 4.566 2.614 -0.982
Cl -7.581 3.366 3.034 0.544
Cl -4.721 3.880 2.605 0.564
H -6.566 4.940 1.620 0.027
H -6.383 5.363 3.347 0.028
C 10.864 -1.081 5.688 -1.014
Cl 12.233 -0.259 4.932 0.508
Cl 10.618 -2.705 5.032 0.500
H 11.057 -1.165 6.750 0.023
H 9.969 -0.499 5.501 0.025
C -3.753 -1.198 -6.049 -1.017
Cl -2.451 -0.769 -4.929 0.544
Cl -3.153 -1.409 -7.697 0.528
H -4.194 -2.132 -5.721 0.031
H -4.492 -0.406 -6.047 -0.027
C 4.332 7.052 -3.604 -1.040
Cl 3.154 8.145 -2.870 0.506
Cl 5.955 7.758 -3.665 0.494
H 4.389 6.156 -3.001 -0.068
H 4.016 6.832 -4.616 0.026
C -12.092 -3.699 0.322 -1.016
Cl -13.335 -2.929 1.311 0.503
Cl -10.679 -2.659 0.091 0.520
H -11.767 -4.604 0.820 0.023
H -12.513 -3.919 -0.652 0.025
C -4.296 7.754 -4.094 -1.033
Cl -3.022 8.253 -5.211 0.510
Cl -4.004 6.149 -3.414 0.477
H -4.339 8.467 -3.281 0.025
H -5.234 7.725 -4.635 0.010
C 1.849 -0.200 10.650 -1.050
Cl 3.295 -1.207 10.802 0.500
Cl 2.226 1.427 10.073 0.499
H 1.178 -0.666 9.942 -0.048
H 1.381 -0.121 11.624 0.026
C 9.033 5.438 -1.351 -1.041
Cl 10.438 5.688 -2.394 0.502
Cl 9.074 3.872 -0.532 0.491
H 9.021 6.217 -0.599 0.026
H 8.140 5.480 -1.964 -0.011
C -2.091 -4.782 -9.420 -1.042
Cl -3.357 -5.971 -9.089 0.495
Cl -1.274 -5.085 -10.957 0.501
H -2.546 -3.800 -9.459 -0.014
H -1.357 -4.832 -8.624 0.025
C -7.401 1.222 5.813 -1.066
Cl -6.284 0.564 7.018 0.501
Cl -8.952 0.378 5.808 0.517
H -7.577 2.265 6.044 0.013
H -6.949 1.116 4.835 -0.010
```

3.
This record from OMol25 describes a structure of composition C29H66N6O15. The level of theory is ωB97M-V/def2-TZVPD.

XYZ file:
```
116
Properties=species:S:1:pos:R:3:lowdin_charge:R:1
C 1.130 -2.649 3.969 -0.207
O -0.195 -2.354 4.384 -0.060
H 1.518 -3.539 4.465 0.084
H 1.162 -2.803 2.891 -0.006
H 1.793 -1.835 4.263 0.093
H -0.525 -1.843 3.640 -0.199
C 3.195 -2.468 2.364 -0.104
O 2.306 -1.404 2.433 -0.272
H 2.776 -3.299 1.797 0.091
H 4.163 -1.998 2.188 0.122
H 3.062 -2.825 3.385 0.081
H 2.556 -0.912 1.648 -0.235
C -2.560 -3.011 -0.164 -0.099
O -1.629 -1.954 -0.140 -0.184
H -3.259 -2.985 0.672 0.094
H -3.112 -3.095 -1.099 0.092
H -2.051 -3.956 0.025 0.037
H -1.201 -1.918 0.719 0.018
C 1.402 1.293 3.599 0.031
C 2.009 1.675 2.189 -0.310
C 1.520 3.081 1.732 -0.083
O 2.739 3.594 1.305 0.116
C 3.749 2.826 1.615 -0.569
O 4.916 3.075 1.333 0.119
O 3.360 1.708 2.189 0.131
H 1.454 2.102 4.327 0.085
H 1.957 0.443 3.997 0.075
H 0.355 0.991 3.604 0.078
H 1.858 0.880 1.458 0.064
H 0.964 3.680 2.453 0.084
H 0.983 2.912 0.799 0.120
C 0.188 5.750 -3.326 0.008
C -0.568 4.433 -2.962 -0.249
C 0.074 3.157 -3.453 -0.071
O -0.004 2.277 -2.278 0.024
C -0.602 3.002 -1.244 -0.559
O -0.961 2.448 -0.262 0.051
O -0.462 4.226 -1.527 0.086
H 1.125 5.855 -2.779 0.096
H -0.418 6.592 -2.991 0.086
H 0.317 5.873 -4.401 0.088
H -1.587 4.401 -3.348 0.154
H 1.107 3.479 -3.585 0.131
H -0.297 2.765 -4.400 0.140
C -0.032 -2.062 -4.378 -0.365
O -0.957 -2.795 -4.568 0.050
N 0.028 -1.121 -3.424 -0.164
C 1.113 -0.225 -3.255 -0.070
C -1.079 -0.845 -2.517 -0.048
H 0.856 -1.884 -5.004 0.139
H 0.976 0.550 -4.010 0.093
H 2.105 -0.675 -3.300 0.074
H 1.164 0.246 -2.274 0.075
H -1.438 0.177 -2.396 0.098
H -1.859 -1.458 -2.969 0.047
H -0.646 -1.014 -1.531 0.054
C -0.274 5.376 1.274 -0.307
O -0.146 6.284 0.423 -0.014
N -1.291 4.485 1.209 -0.163
C -1.568 3.465 2.207 -0.046
C -2.386 4.631 0.206 -0.001
H 0.373 5.227 2.152 0.127
H -2.426 3.683 2.844 0.106
H -0.720 3.259 2.860 0.078
H -1.724 2.532 1.665 0.032
H -2.704 3.611 -0.009 0.074
H -3.158 5.165 0.760 0.103
H -2.073 5.227 -0.652 0.092
C -0.049 -1.211 1.821 -0.351
O -0.665 -1.889 2.611 -0.038
N -0.573 -0.153 1.262 -0.030
C 0.318 0.474 0.227 -0.008
C -2.002 0.220 1.380 0.009
H 0.958 -1.451 1.447 0.121
H 0.029 1.523 0.176 0.023
H 0.089 -0.011 -0.722 0.052
H 1.371 0.403 0.499 0.062
H -2.303 -0.303 2.287 0.123
H -2.172 1.231 1.750 0.063
H -2.664 0.059 0.528 0.020
C -0.344 -5.830 0.829 -0.282
O -1.057 -5.524 -0.118 -0.016
N 0.266 -4.961 1.712 -0.132
C 0.956 -5.313 2.927 -0.026
C -0.019 -3.604 1.541 -0.118
H -0.134 -6.909 0.885 0.133
H 1.884 -4.744 2.865 0.073
H 1.109 -6.382 3.080 0.101
H 0.336 -4.964 3.752 0.100
H -0.921 -3.425 2.126 0.150
H 0.764 -2.986 1.980 0.032
H -0.160 -3.292 0.507 0.086
C 3.624 -1.146 -0.351 -0.080
O 3.030 -0.700 0.728 -0.019
N 3.052 -2.084 -1.111 -0.119
C 1.685 -2.529 -0.918 -0.012
C 3.568 -2.754 -2.308 -0.032
H 4.502 -0.611 -0.744 0.169
H 1.040 -1.840 -0.373 0.074
H 1.627 -3.536 -0.506 0.112
H 1.241 -2.652 -1.906 0.097
H 3.542 -3.828 -2.123 0.107
H 3.126 -2.623 -3.295 0.082
H 4.534 -2.268 -2.449 0.096
C -3.802 1.790 -3.051 -0.366
O -4.085 2.897 -2.597 -0.015
N -3.744 0.727 -2.280 -0.148
C -3.749 -0.636 -2.952 -0.034
C -3.875 0.703 -0.815 0.001
H -3.822 1.603 -4.135 0.139
H -2.947 -1.323 -2.684 0.012
H -3.616 -0.608 -4.033 0.102
H -4.728 -1.074 -2.756 0.098
H -4.018 1.671 -0.335 0.103
H -4.729 0.044 -0.658 0.117
H -2.911 0.307 -0.496 0.030
```

Values from the calculation:
Relative energy (zero: lowest compared OMol25 entry of this formula, charge and spin) = 511.0 kcal per mole

4.
This record from OMol25 describes a cluster of 5 separate species, C29H68BF3N8O6P in total. The level of theory is ωB97M-V/def2-TZVPD.

XYZ file:
```
116
Properties=species:S:1:pos:R:3:lowdin_charge:R:1
N 1.754 4.384 -3.782 -0.153
P 2.512 2.943 -3.663 0.772
O 4.234 3.298 -3.767 -0.186
O 1.950 1.940 -5.017 -0.193
N 2.119 2.026 -2.182 -0.045
C 1.050 2.371 -1.168 -0.013
C -0.034 3.608 -1.083 0.010
B -1.386 3.077 -1.916 -0.398
O -2.221 3.927 -2.787 0.076
O -1.740 1.629 -1.801 0.020
N 1.071 1.267 -0.117 0.175
C 2.141 0.266 -0.492 0.088
C 2.654 -1.127 0.204 -0.175
F 2.263 -1.128 1.634 0.036
F 4.156 -1.216 0.157 0.032
F 2.106 -2.280 -0.552 0.040
C 2.874 0.748 -1.878 -0.059
O 3.953 0.144 -2.675 -0.020
N 5.151 0.689 -2.398 0.041
O 5.144 1.214 -1.279 0.050
H 1.161 4.328 -4.658 0.034
H 4.508 2.978 -4.690 0.116
H 1.222 1.394 -4.597 0.083
H 0.355 4.629 -1.504 0.115
H -0.341 3.757 0.052 0.150
H -2.382 3.483 -3.675 0.134
H -2.168 1.477 -0.905 0.119
H 0.442 1.177 0.712 0.178
C -5.796 -1.753 0.513 -0.083
C -4.375 -1.536 0.000 -0.269
N -3.430 -2.576 0.415 -0.176
C -2.030 -2.219 0.166 -0.259
C -1.593 -2.047 -1.286 -0.081
C -3.791 -3.955 0.078 -0.237
C -4.023 -4.286 -1.393 -0.082
H -5.813 -1.861 1.603 0.083
H -6.420 -0.892 0.253 0.076
H -6.261 -2.637 0.066 0.069
H -4.039 -0.572 0.402 0.106
H -4.405 -1.428 -1.090 0.098
H -1.375 -2.959 0.644 0.105
H -1.820 -1.280 0.695 0.077
H -1.491 -3.006 -1.793 0.054
H -0.609 -1.565 -1.317 0.050
H -2.281 -1.417 -1.857 0.067
H -4.699 -4.217 0.632 0.109
H -3.031 -4.640 0.476 0.099
H -4.637 -3.537 -1.901 0.071
H -4.551 -5.243 -1.473 0.081
H -3.084 -4.396 -1.937 0.051
C -3.267 -2.079 6.892 -0.089
C -2.413 -2.045 5.627 -0.266
N -2.539 -0.803 4.860 -0.184
C -1.949 -0.888 3.520 -0.257
C -0.439 -1.091 3.426 -0.095
C -2.264 0.440 5.584 -0.250
C -0.893 0.591 6.236 -0.089
H -4.321 -1.885 6.664 0.082
H -3.203 -3.068 7.357 0.076
H -2.929 -1.350 7.633 0.066
H -2.744 -2.883 5.001 0.120
H -1.371 -2.249 5.899 0.097
H -2.219 0.007 2.946 0.102
H -2.434 -1.716 2.988 0.100
H 0.107 -0.177 3.663 0.051
H -0.170 -1.363 2.399 0.035
H -0.084 -1.894 4.078 0.080
H -3.025 0.557 6.364 0.105
H -2.432 1.296 4.918 0.111
H -0.583 -0.308 6.777 0.072
H -0.923 1.410 6.964 0.077
H -0.123 0.842 5.507 0.049
C 2.199 -7.282 -2.752 -0.091
C 1.486 -6.601 -1.586 -0.271
N 0.072 -6.967 -1.461 -0.185
C -0.668 -6.106 -0.533 -0.256
C -0.266 -6.145 0.939 -0.083
C -0.222 -8.397 -1.354 -0.246
C 0.423 -9.169 -0.207 -0.087
H 1.679 -7.096 -3.698 0.080
H 3.216 -6.887 -2.847 0.073
H 2.283 -8.362 -2.604 0.067
H 1.557 -5.520 -1.761 0.110
H 2.041 -6.807 -0.664 0.097
H -1.741 -6.326 -0.610 0.104
H -0.572 -5.070 -0.882 0.092
H -0.613 -7.056 1.428 0.061
H -0.731 -5.304 1.467 0.057
H 0.815 -6.058 1.079 0.071
H 0.072 -8.879 -2.294 0.103
H -1.309 -8.545 -1.308 0.117
H 1.483 -8.930 -0.083 0.070
H 0.356 -10.245 -0.406 0.077
H -0.088 -8.990 0.740 0.055
C 1.919 9.451 -3.597 -0.092
C 2.599 9.609 -2.240 -0.266
N 2.236 8.572 -1.270 -0.191
C 2.660 8.885 0.098 -0.253
C 4.159 8.970 0.370 -0.091
C 2.453 7.186 -1.688 -0.266
C 3.868 6.781 -2.091 -0.085
H 0.830 9.402 -3.491 0.079
H 2.155 10.310 -4.233 0.076
H 2.261 8.555 -4.123 0.062
H 2.292 10.586 -1.845 0.121
H 3.684 9.659 -2.392 0.098
H 2.218 8.158 0.792 0.108
H 2.212 9.846 0.381 0.111
H 4.621 7.982 0.399 0.052
H 4.328 9.428 1.352 0.075
H 4.684 9.583 -0.368 0.070
H 1.787 6.974 -2.532 0.083
H 2.105 6.507 -0.898 0.099
H 4.345 7.515 -2.746 0.076
H 3.834 5.833 -2.639 0.033
H 4.507 6.622 -1.221 0.056
```

Values from the calculation:
Total charge = +1

E_HOMO for the records above, in order: -10.196 -7.463 -8.075 -9.738 eV
Frontier orbital gap for the records above, in order: 0.2635 0.2753 0.2963 0.1749 Ha
Energy for the records above, in order: -56103.563 -559033.836 -70774.435 -73484.119 eV